Arrangement 1

The following is a quantum chemistry calculation of the molecule ClH2O2PS2, from the OMol25 dataset.

```
8
ClH2O2PS2 ωB97M-V/def2-TZVPD
O -1.381 -0.233 -1.053
O -1.211 -2.231 0.664
P 0.918 1.201 -0.711
S 1.120 -0.267 0.709
S -0.926 -0.875 0.498
Cl -2.200 0.082 1.696
H 1.686 0.594 -1.621
H 1.994 1.729 -0.183
```

Gap between HOMO and LUMO: 8.6 eV
Multiplicity: 1
HOMO level: -10.07 eV
Molar mass: 164.58 g mol⁻¹
SMILES: O=S(=O)(Cl)SP


Arrangement 2

The following is a quantum chemistry calculation of the molecule ClH2O2PS2, from the OMol25 dataset.

```
8
ClH2O2PS2 ωB97M-V/def2-TZVPD
O -0.716 -0.023 0.934
O -2.614 1.315 0.637
P 0.918 -0.162 -0.266
S -0.287 0.530 -1.703
S -1.951 0.143 0.147
Cl 0.981 -2.043 0.031
H 1.504 0.242 0.999
H 2.165 -0.002 -0.778
```

Gap between HOMO and LUMO: 8.7 eV
Multiplicity: 1
HOMO level: -9.72 eV
Molar mass: 164.58 g mol⁻¹


Going by the computed energies, the most stable comes first: arrangement 2, arrangement 1.